ORCA calculation (ωB97M-V/def2-TZVPD) on an isolated ion of composition C3H10N3 and charge +1.

Results
* structure (SMILES): C/[NH+]=C\NCN
* DFT total energy: -284.27460 hartree
* energy above the lowest of the compared OMol25 structures with the same formula, charge and spin: 2.7584 eV
* total charge: +1
* molar mass: 88.13 g mol⁻¹
* Kohn-Sham gap: 10.62 eV

```
16
C3H10N3 (ωB97M-V/def2-TZVPD)
C 0.99739 1.19643 0.32280
C 0.21043 -0.48263 -1.11649
C -0.78427 -1.58104 0.95362
N -0.35988 1.59156 -0.02769
N 1.22017 0.22670 -0.73950
N -0.58949 -1.24831 -0.43219
H 1.59318 2.07316 0.39177
H 1.03893 0.83571 1.43446
H 0.05304 -0.64410 -2.10965
H -1.10447 -2.58319 0.96595
H 0.18960 -1.47789 1.40236
H -1.44110 -0.86867 1.50498
H -0.45020 2.35483 -0.66368
H 1.83705 0.70087 -1.52297
H -1.10211 1.75996 0.64314
H -1.30829 -1.85337 -1.00693
```

ORCA calculation (ωB97M-V/def2-TZVPD) on a 10-piece molecular cluster, C20H60O10 overall.

Results
* structure (SMILES): CCO.CCO.CCO.CCO.CCO.CCO.CCO.CCO.CCO.CCO
* DFT total energy: -1550.29857 hartree
* energy above the lowest of the compared OMol25 structures with the same formula, charge and spin: 1.0252 eV
* total charge: 0
* molar mass: 460.69 g mol⁻¹
* Kohn-Sham gap: 10.03 eV

```
90
C20H60O10 (ωB97M-V/def2-TZVPD)
C -0.34028 -3.84333 1.19669
C -1.56250 -4.12063 2.04996
O -1.97098 -5.45772 1.88481
H -0.51292 -3.94625 0.12712
H 0.50553 -4.47084 1.49033
H 0.03340 -2.83662 1.40188
H -2.34888 -3.40751 1.76684
H -1.33368 -3.86738 3.09422
H -2.65610 -5.68961 2.51575
C -2.33813 -0.58521 -3.73716
C -3.22626 0.63739 -3.87955
O -4.34665 0.38460 -4.72016
H -2.08685 -1.07532 -4.67913
H -2.79920 -1.34128 -3.09158
H -1.37174 -0.37535 -3.26865
H -2.66021 1.42690 -4.37449
H -3.54736 0.98164 -2.89278
H -5.00720 -0.11103 -4.22786
C 2.85434 2.27812 2.51433
C 3.68389 1.06905 2.94316
O 4.98861 1.12743 2.42151
H 1.88087 2.35049 3.00592
H 2.68188 2.30296 1.43768
H 3.40693 3.17743 2.80815
H 3.15891 0.16954 2.61836
H 3.74345 1.00451 4.03673
H 5.37308 2.00032 2.51194
C -4.07055 -2.77685 -0.40884
C -4.27316 -1.32916 0.02226
O -3.16625 -0.93464 0.81690
H -4.18227 -3.50266 0.39256
H -3.10112 -2.83745 -0.90825
H -4.78055 -3.09345 -1.17760
H -5.21428 -1.25100 0.57412
H -4.32540 -0.70248 -0.87447
H -3.31260 -0.04449 1.15269
C 3.99342 4.36273 -0.58760
C 4.00036 3.04547 -1.33747
O 2.67973 2.50003 -1.25893
H 4.86878 4.96639 -0.83966
H 4.03251 4.16370 0.48214
H 3.12384 4.95666 -0.86457
H 4.68845 2.33822 -0.86694
H 4.26116 3.19328 -2.38801
H 2.59911 1.79236 -1.92095
C 0.41124 -3.26764 -4.78072
C 0.10656 -3.16748 -3.30500
O 0.75403 -2.08015 -2.68054
H 0.30939 -2.29680 -5.27176
H -0.26504 -3.95214 -5.29278
H 1.42490 -3.63816 -4.94366
H 0.44170 -4.09004 -2.80852
H -0.97880 -3.15995 -3.14795
H 0.22241 -1.73690 -1.94333
C -0.76819 2.67830 3.27529
C -0.20808 4.06883 3.48368
O 0.29334 4.19122 4.81798
H 0.01760 1.93230 3.42765
H -1.05078 2.49516 2.23489
H -1.61630 2.46936 3.92255
H -0.97826 4.83540 3.32240
H 0.57834 4.28671 2.75197
H 0.93481 4.90746 4.79531
C -2.34375 -0.48763 3.86639
C -2.21457 -0.20267 5.35937
O -1.04744 -0.86521 5.87672
H -3.37991 -0.31686 3.55665
H -2.19828 -1.56067 3.73509
H -1.63288 0.09150 3.28466
H -3.10020 -0.56950 5.88602
H -2.12753 0.87213 5.54346
H -0.44619 -0.17628 6.17105
C 0.88846 -0.10851 1.10450
C 0.26162 0.23815 -0.24370
O -0.66607 -0.77393 -0.65330
H 1.49204 0.73329 1.46267
H 1.59988 -0.93553 1.08694
H 0.10286 -0.34604 1.82542
H 1.05704 0.30929 -0.98495
H -0.24673 1.20486 -0.19549
H -1.36868 -0.80732 0.01081
C 3.07068 1.54236 -4.85612
C 2.32570 0.30323 -4.41514
O 2.45186 0.19551 -2.99205
H 4.12119 1.39013 -4.60166
H 2.72271 2.48081 -4.43061
H 3.00696 1.62915 -5.94431
H 2.74027 -0.62269 -4.83534
H 1.27375 0.29159 -4.73120
H 2.00524 -0.61355 -2.70473
```